[1]
Here is a molecular structure, C14H37N3O5V at a distorted geometry from the OMol25 dataset. Energies are from ωB97M-V/def2-TZVPD.

Output
LUMO (spin up / spin down)	-2.601 / -2.596	eV
total charge	+1
spin multiplicity	3
orbital gap (spin up / spin down)	8.311 / 8.591	eV
<S²>	2.013
maximum force	2.52	eV/Å

CARTESIAN COORDINATES (ANGSTROEM)
V  -8.526  6.536  5.180
O  -7.913  4.661  5.259
C  -9.002  3.801  5.448
C  -10.386  4.449  5.259
O  -10.377  5.857  5.248
H  -8.983  3.313  6.434
H  -8.936  2.995  4.701
H  -11.080  4.140  6.048
H  -10.791  4.086  4.302
C  -9.409  5.318  1.163
C  -8.288  5.516  2.170
C  -7.008  5.749  1.378
O  -6.079  6.512  2.109
C  -4.964  6.850  1.312
N  -8.586  6.742  3.025
H  -9.212  4.392  0.612
H  -9.511  6.132  0.443
H  -10.378  5.166  1.644
H  -8.240  4.651  2.824
H  -7.276  6.261  0.441
H  -6.566  4.790  1.079
H  -4.322  5.978  1.144
H  -4.369  7.586  1.849
H  -5.265  7.267  0.347
H  -9.490  7.090  2.696
H  -7.963  7.462  2.637
C  -4.310  6.102  5.325
C  -5.467  6.682  6.098
C  -4.948  7.668  7.111
O  -5.982  8.069  7.977
C  -5.545  9.054  8.904
N  -6.471  7.328  5.160
H  -4.692  5.499  4.500
H  -3.683  5.436  5.920
H  -3.630  6.879  4.962
H  -5.997  5.889  6.626
H  -4.506  8.536  6.591
H  -4.151  7.181  7.685
H  -4.936  8.620  9.700
H  -6.411  9.553  9.343
H  -4.981  9.856  8.408
H  -6.388  8.317  5.420
H  -6.086  7.352  4.208
C  -9.683  10.271  7.154
C  -8.847  9.062  6.761
C  -9.042  7.945  7.756
O  -8.488  6.711  7.284
C  -8.536  5.702  8.293
N  -9.245  8.578  5.394
H  -9.480  11.125  6.506
H  -9.435  10.671  8.143
H  -10.738  9.994  7.194
H  -7.797  9.347  6.726
H  -10.090  7.770  8.034
H  -8.549  8.258  8.684
H  -8.077  4.814  7.867
H  -9.573  5.442  8.534
H  -8.041  6.038  9.203
H  -8.946  9.288  4.722
H  -10.266  8.647  5.331

---

[2]
Here is a molecular structure, C39H35AuN5O4Te at a distorted geometry from the OMol25 dataset. Energies are from ωB97M-V/def2-TZVPD.

Output
LUMO (spin up / spin down)	-5.610 / -5.660	eV
total charge	+1
orbital gap (spin up / spin down)	4.638 / 4.587	eV
maximum force	3.13	eV/Å

CARTESIAN COORDINATES (ANGSTROEM)
Au  -0.835  -1.342  -0.103
C  0.605  3.977  -4.333
C  0.159  3.075  -3.225
C  -1.136  3.130  -2.708
C  -1.543  2.312  -1.679
C  -3.010  2.355  -1.326
O  -3.793  2.583  -2.222
C  -3.497  2.151  0.067
C  -2.818  2.655  1.171
C  -3.389  2.578  2.431
C  -4.630  1.978  2.597
C  -5.306  1.459  1.500
C  -4.748  1.559  0.236
C  -0.633  1.369  -1.098
O  -1.007  0.703  -0.066
C  0.662  1.219  -1.715
C  1.018  2.091  -2.730
C  1.611  0.155  -1.341
N  1.283  -0.861  -0.626
C  2.221  -1.924  -0.252
C  3.288  -1.537  0.792
Te  2.669  -0.570  2.633
C  3.099  1.460  2.154
C  2.050  2.285  1.760
C  2.296  3.610  1.417
C  3.586  4.122  1.496
C  4.624  3.313  1.937
C  4.385  1.983  2.264
C  3.000  0.279  -1.892
C  3.850  1.270  -1.420
C  5.145  1.363  -1.906
C  5.595  0.469  -2.867
C  4.738  -0.504  -3.360
C  3.442  -0.601  -2.876
H  -0.190  4.655  -4.640
H  0.917  3.388  -5.198
H  1.466  4.572  -4.023
H  -1.860  3.815  -3.131
H  -1.855  3.136  1.049
H  -2.871  3.000  3.283
H  -5.077  1.920  3.582
H  -6.278  0.999  1.621
H  -5.271  1.188  -0.635
H  1.991  1.981  -3.190
H  2.758  -2.281  -1.131
H  1.618  -2.746  0.121
H  4.042  -0.875  0.375
H  3.766  -2.466  1.098
H  1.044  1.886  1.711
H  1.479  4.249  1.103
H  3.780  5.148  1.212
H  5.625  3.715  2.035
H  5.198  1.356  2.607
H  3.493  1.972  -0.685
H  5.801  2.140  -1.535
H  6.608  0.536  -3.243
H  5.075  -1.193  -4.124
H  2.766  -1.343  -3.285
C  -4.623  -4.036  -1.833
N  -3.252  -4.264  -1.381
C  -2.690  -5.514  -1.310
C  -1.462  -5.720  -0.811
C  -0.685  -4.597  -0.318
O  0.419  -4.709  0.209
N  -1.273  -3.365  -0.492
C  -2.517  -3.186  -0.979
O  -2.957  -2.018  -1.042
H  -4.992  -4.932  -2.323
H  -4.642  -3.200  -2.527
H  -5.264  -3.794  -0.986
H  -3.302  -6.321  -1.688
H  -1.028  -6.706  -0.752
N  0.167  -3.360  2.807
C  -0.804  -2.472  3.164
C  -1.079  -2.245  4.523
C  -2.016  -1.308  4.880
C  -2.699  -0.609  3.887
C  -2.372  -0.869  2.579
N  -1.432  -1.762  2.211
H  0.435  -4.012  3.526
H  0.125  -3.788  1.885
H  -0.536  -2.812  5.268
H  -2.214  -1.106  5.925
H  -3.452  0.126  4.126
H  -2.863  -0.340  1.768

---

The evaluated energy above the lowest of the compared OMol25 structures with the same formula, charge and spin for the records listed, in turn: 0.0, 102.8 kJ/mol.